No. 1
{
  "formula": "C6H10ClN3",
  "method": "ωB97M-V/def2-TZVPD",
  "elements": ["C", "C", "C", "C", "C", "C", "N", "N", "N", "Cl", "H", "H", "H", "H", "H", "H", "H", "H", "H", "H"],
  "coordinates": [[-0.226, -2.183, 0.247], [-1.483, -1.742, 0.161], [1.238, -0.270, 0.221], [-1.183, 0.569, -0.149], [-3.446, -0.306, -0.051], [2.105, 0.860, 0.466], [0.849, -1.407, 0.253], [-2.001, -0.446, -0.061], [1.587, 2.210, -0.029], [-1.814, 2.140, -0.536], [0.089, -3.232, 0.256], [-2.243, -2.434, 0.100], [-3.544, 0.671, 0.591], [-3.811, -0.125, -1.084], [-4.204, -1.072, 0.210], [2.224, 0.941, 1.492], [3.142, 0.828, 0.133], [2.001, 2.505, -0.923], [1.951, 2.961, 0.527], [0.515, 2.210, -0.240]],
  "forces_ev_per_a": [[-0.5, -2.3, -0.1], [1.0, 1.3, -0.6], [-2.4, -4.0, -0.7], [1.4, 0.5, -0.2], [-2.2, 3.2, -0.2], [0.5, 1.9, -1.3], [3.1, 6.1, 0.0], [0.6, -0.9, 0.7], [-1.4, -1.0, -1.9], [0.0, -0.8, 0.2], [-1.0, 0.2, 0.1], [-1.4, -1.7, 0.1], [-0.8, -2.1, -1.3], [0.6, 0.5, 0.4], [1.6, -0.3, 0.9], [-0.1, 0.3, 2.3], [-0.1, -0.9, -0.6], [0.0, -0.8, -0.4], [-0.5, 0.6, 1.4], [1.6, 0.2, 1.0]],
  "total_charge": 2,
  "molar_mass_g_mol": 159.6,
  "de_lowest_kj_mol": 399.2,
  "energy_ev": -23354.68582,
  "fmax_ev_per_a": 6.81
}


No. 2
{
  "formula": "C12H15N5S",
  "method": "ωB97M-V/def2-TZVPD",
  "elements": ["C", "C", "C", "C", "C", "N", "C", "S", "C", "C", "C", "N", "C", "C", "N", "C", "N", "N", "H", "H", "H", "H", "H", "H", "H", "H", "H", "H", "H", "H", "H", "H", "H"],
  "coordinates": [[-1.247, -2.771, -1.310], [-1.768, -1.553, -0.622], [-2.852, -1.605, 0.247], [-3.265, -0.414, 0.840], [-4.426, -0.355, 1.776], [-2.629, 0.724, 0.592], [-1.608, 0.666, -0.245], [-0.807, 2.191, -0.538], [0.666, 1.641, -1.500], [1.534, 0.697, -0.746], [1.826, -0.564, -1.229], [2.595, -1.435, -0.592], [3.096, -1.048, 0.573], [3.978, -2.011, 1.299], [2.883, 0.127, 1.143], [2.110, 1.008, 0.507], [1.960, 2.218, 1.096], [-1.152, -0.403, -0.872], [-2.033, -3.230, -1.907], [-0.410, -2.507, -1.949], [-0.913, -3.497, -0.571], [-3.356, -2.536, 0.453], [-4.556, 0.664, 2.130], [-5.332, -0.680, 1.268], [-4.258, -1.016, 2.624], [1.185, 2.572, -1.735], [0.297, 1.177, -2.413], [1.433, -0.892, -2.184], [3.612, -3.024, 1.161], [4.017, -1.755, 2.353], [4.984, -1.954, 0.886], [2.294, 2.286, 2.043], [1.172, 2.789, 0.837]],
  "forces_ev_per_a": [[0.0, 0.0, 0.0], [-0.4, -0.1, 0.3], [0.1, 0.2, -0.1], [0.1, -0.3, -0.1], [0.0, 0.0, 0.0], [-0.1, 0.4, 0.2], [0.1, -0.2, 0.0], [0.2, 0.4, -0.3], [-0.5, 0.0, 0.3], [0.3, -0.1, 0.2], [0.1, 0.4, 0.2], [0.1, -0.5, -0.2], [-0.1, 0.1, 0.0], [0.0, 0.0, 0.0], [0.1, 0.2, 0.3], [0.1, -0.4, -0.6], [0.0, 0.3, 0.1], [0.1, 0.0, -0.3], [0.0, -0.1, 0.0], [0.0, 0.0, 0.0], [0.0, -0.1, 0.0], [-0.1, -0.1, 0.0], [0.0, 0.0, 0.0], [-0.1, 0.0, 0.0], [0.0, 0.0, 0.1], [0.0, 0.0, -0.1], [0.1, 0.1, 0.0], [-0.1, 0.1, -0.1], [0.0, -0.1, 0.0], [0.0, 0.0, 0.1], [0.1, 0.0, 0.0], [0.0, 0.0, 0.0], [0.0, -0.1, 0.1]],
  "molar_mass_g_mol": 261.4,
  "de_lowest_kj_mol": 0.0,
  "energy_ev": -30974.61756,
  "smiles": "Cc1cc(C)nc(SCc2cnc(C)nc2N)n1",
  "fmax_ev_per_a": 0.66
}


No. 3
{
  "formula": "CHI2O2S",
  "method": "ωB97M-V/def2-TZVPD",
  "elements": ["C", "O", "O", "S", "I", "I", "H"],
  "coordinates": [[0.157, -0.239, 0.647], [-1.931, 0.562, -0.702], [-0.076, -0.296, -2.161], [-0.508, 0.583, -1.086], [2.285, 1.181, 0.774], [0.571, -2.165, 1.149], [-0.499, 0.374, 1.378]],
  "forces_ev_per_a": [[0.1, 3.5, 0.2], [-0.2, -0.5, -0.3], [-0.2, -0.8, -0.3], [0.4, 0.9, 0.7], [-1.3, -1.0, 0.1], [0.0, -0.7, 0.2], [1.3, -1.4, -0.7]],
  "total_charge": -1,
  "molar_mass_g_mol": 330.9,
  "de_lowest_kj_mol": 71.5,
  "energy_ev": -32184.98174,
  "fmax_ev_per_a": 3.47
}


No. 4
{
  "formula": "C16H33AlCl4F4N5O12PS2",
  "method": "ωB97M-V/def2-TZVPD",
  "elements": ["C", "C", "C", "C", "O", "C", "O", "O", "C", "P", "O", "O", "O", "H", "H", "H", "H", "H", "H", "H", "H", "H", "H", "H", "H", "H", "Al", "F", "Cl", "N", "C", "C", "C", "C", "H", "H", "H", "H", "H", "F", "N", "S", "O", "O", "F", "S", "O", "O", "F", "C", "C", "C", "C", "N", "H", "H", "H", "H", "H", "H", "H", "C", "Cl", "Cl", "Cl", "H", "C", "O", "N", "N", "H", "H", "H", "H", "O", "H", "H", "H"],
  "coordinates": [[1.386, -0.634, 1.644], [1.663, 0.864, 2.039], [1.903, 1.641, 0.719], [0.581, 1.474, 2.956], [-0.719, 1.142, 2.355], [-1.551, 2.239, 2.193], [-1.241, 3.172, 1.532], [-2.794, 2.219, 2.774], [-3.811, 2.025, 1.819], [-4.382, 0.253, 1.726], [-3.511, -0.562, 2.587], [-4.445, -0.284, 0.184], [-5.916, 0.134, 2.313], [2.297, -1.220, 1.856], [0.521, -1.082, 2.193], [1.160, -0.748, 0.559], [2.612, 0.879, 2.605], [2.305, 2.635, 0.972], [2.636, 1.073, 0.105], [0.939, 1.753, 0.161], [0.685, 0.968, 3.950], [0.759, 2.549, 3.088], [-4.676, 2.647, 2.113], [-3.544, 2.320, 0.788], [-5.343, -0.611, 0.029], [-6.151, -0.805, 2.248], [-0.846, 0.098, 0.463], [-1.296, 1.207, 4.902], [-0.588, -0.584, 5.094], [-6.943, 4.638, 0.683], [-7.985, 5.030, -0.114], [-7.466, 5.736, -1.166], [-6.055, 5.767, -1.000], [-5.763, 5.080, 0.147], [-7.032, 4.108, 1.531], [-9.000, 4.774, 0.137], [-8.034, 6.180, -1.967], [-5.336, 6.240, -1.649], [-4.821, 4.870, 0.627], [4.274, 0.792, -0.750], [0.212, 6.867, 0.805], [1.712, 6.927, 0.279], [1.947, 7.782, -0.846], [2.455, 5.715, 0.340], [2.343, 7.766, 1.470], [-0.747, 6.153, -0.194], [-2.137, 6.372, 0.096], [-0.425, 4.827, -0.606], [-0.581, 7.001, -1.574], [4.495, -2.126, -2.941], [5.530, -3.122, -2.426], [5.069, -3.856, -1.163], [4.821, -2.884, -0.087], [4.630, -2.098, 0.723], [4.302, -1.332, -2.212], [4.850, -1.648, -3.855], [3.548, -2.628, -3.165], [6.463, -2.590, -2.224], [5.742, -3.858, -3.206], [5.832, -4.562, -0.838], [4.154, -4.415, -1.357], [4.119, -8.006, -1.925], [5.682, -7.311, -1.466], [2.809, -6.868, -1.599], [4.125, -8.472, -3.630], [3.952, -8.897, -1.327], [2.546, -11.809, -0.952], [2.695, -10.604, -1.077], [1.404, -12.355, -0.445], [3.508, -12.708, -1.309], [1.259, -13.340, -0.333], [0.676, -11.721, -0.172], [4.361, -12.339, -1.687], [3.406, -13.700, -1.215], [-2.480, 8.887, -3.174], [-2.034, 8.724, -4.029], [-2.466, 9.835, -2.937], [-2.088, 8.328, -2.453]],
  "forces_ev_per_a": [[-0.4, 0.3, 0.8], [0.1, 0.0, -0.8], [-0.2, -0.2, 1.0], [2.5, -1.2, 0.3], [-1.0, 0.7, 0.6], [-0.4, 1.3, -0.3], [0.5, -0.2, 0.0], [0.6, -1.5, -0.2], [-1.7, 0.1, -0.9], [0.2, -1.3, 1.7], [0.5, 0.0, -0.7], [-0.6, 0.9, 1.1], [0.8, 0.6, -1.4], [-0.5, 0.0, -0.4], [0.6, 0.0, 0.0], [0.7, 0.0, 0.3], [-0.4, 0.1, -0.2], [-0.3, -0.2, -0.5], [0.4, 0.4, -0.2], [0.3, 0.2, 0.1], [-0.6, 0.7, -1.1], [-0.6, -0.2, -0.4], [0.4, -0.3, -0.1], [0.2, 0.1, 0.5], [0.2, 0.1, -0.4], [-0.1, 0.1, 0.4], [0.1, 0.0, -0.1], [1.4, -4.1, 0.9], [-1.9, 3.8, -0.2], [0.0, 0.0, -0.2], [-0.1, 0.0, 0.1], [0.0, 0.0, 0.0], [0.0, 0.0, 0.0], [0.1, -0.1, 0.1], [0.0, 0.0, 0.0], [0.0, 0.0, 0.0], [0.0, 0.0, 0.0], [0.0, 0.0, 0.0], [0.0, 0.1, 0.0], [-0.5, -0.2, 0.0], [-0.5, 0.1, -0.7], [3.1, 0.5, 0.4], [-0.8, -0.1, 0.0], [-0.7, -0.3, 0.0], [-0.7, 0.0, 0.1], [-1.4, -1.5, 0.3], [0.2, 0.7, 0.4], [0.5, 0.4, -0.1], [-0.3, 0.8, -0.9], [0.0, 0.1, 0.2], [-0.1, 0.1, -0.4], [0.2, 0.5, 0.0], [0.0, -0.4, -0.3], [-0.2, 0.0, 0.5], [0.1, 0.1, 0.0], [0.0, 0.0, 0.0], [0.0, 0.0, 0.0], [0.0, -0.1, 0.1], [0.0, -0.1, 0.1], [-0.1, 0.0, 0.1], [0.0, 0.0, 0.0], [0.1, 0.0, 0.1], [0.0, -0.1, 0.0], [0.0, -0.1, 0.0], [0.0, 0.0, 0.1], [-0.1, 0.1, -0.1], [0.0, -0.1, 0.0], [0.0, 0.0, 0.0], [-0.2, 0.1, 0.1], [0.2, 0.0, -0.1], [0.0, 0.0, 0.0], [0.0, 0.0, 0.0], [0.0, 0.0, 0.0], [0.0, 0.0, 0.0], [0.0, -0.1, 0.1], [0.1, -0.1, 0.1], [0.1, -0.1, 0.1], [0.3, -0.4, 0.2]],
  "molar_mass_g_mol": 827.4,
  "energy_ev": -147655.51599,
  "fmax_ev_per_a": 4.42
}


No. 5
{
  "formula": "C29H30AsBiBr2N2O4S4",
  "method": "ωB97M-V/def2-TZVPD",
  "elements": ["Bi", "C", "C", "C", "C", "C", "C", "C", "Br", "C", "O", "C", "C", "C", "C", "C", "C", "H", "H", "H", "H", "H", "H", "H", "H", "H", "H", "H", "H", "H", "H", "H", "H", "H", "H", "H", "H", "O", "C", "O", "C", "C", "C", "C", "C", "C", "C", "C", "C", "N", "H", "H", "H", "H", "H", "H", "S", "As", "S", "S", "S", "O", "C", "C", "C", "N", "C", "Br", "C", "H", "H", "H", "H"],
  "coordinates": [[-0.567, -0.410, 0.559], [-1.870, 7.360, 3.536], [-0.486, 7.323, 2.874], [0.526, 7.892, 3.870], [-0.505, 8.237, 1.640], [-0.138, 5.894, 2.458], [-0.988, 5.183, 1.603], [-0.667, 3.902, 1.235], [-1.800, 2.963, 0.029], [0.495, 3.164, 1.651], [0.669, 1.959, 1.305], [1.381, 3.938, 2.477], [1.025, 5.235, 2.850], [2.758, 3.434, 2.960], [2.824, 3.481, 4.495], [3.855, 4.346, 2.385], [3.104, 2.001, 2.536], [-2.116, 8.376, 3.866], [-1.892, 6.698, 4.405], [-2.650, 7.030, 2.848], [0.235, 8.910, 4.147], [1.529, 7.935, 3.442], [0.568, 7.289, 4.780], [-0.795, 9.259, 1.913], [-1.210, 7.869, 0.893], [0.484, 8.268, 1.179], [-1.899, 5.625, 1.216], [1.717, 5.767, 3.491], [2.710, 4.496, 4.883], [3.788, 3.093, 4.841], [2.031, 2.862, 4.923], [3.701, 5.392, 2.660], [3.859, 4.283, 1.294], [4.838, 4.034, 2.752], [2.421, 1.278, 2.978], [4.122, 1.778, 2.880], [3.053, 1.870, 1.458], [3.343, -2.252, 1.165], [2.272, -1.675, 1.276], [1.427, -1.453, 0.336], [1.912, -1.127, 2.656], [2.782, -1.343, 3.752], [2.461, -0.793, 4.950], [1.299, 0.007, 5.072], [0.946, 0.668, 6.275], [-0.152, 1.475, 6.318], [-0.951, 1.652, 5.164], [-0.647, 1.011, 3.999], [0.492, 0.174, 3.931], [0.814, -0.438, 2.751], [3.667, -1.940, 3.586], [3.094, -0.939, 5.820], [1.573, 0.533, 7.150], [-0.410, 1.992, 7.234], [-1.810, 2.310, 5.199], [-1.260, 1.149, 3.119], [-4.545, -1.060, -0.168], [-3.076, -2.510, 0.289], [-1.967, -1.797, 2.141], [-1.330, -2.247, -1.069], [-3.700, -4.507, 0.450], [-1.329, 1.717, -6.756], [-1.196, 1.318, -5.456], [-2.092, 1.701, -4.467], [-1.871, 1.246, -3.181], [-0.842, 0.467, -2.847], [-0.026, 0.106, -3.808], [1.387, -1.052, -3.301], [-0.135, 0.493, -5.136], [-2.105, 2.286, -6.821], [-2.943, 2.335, -4.689], [-2.559, 1.494, -2.382], [0.564, 0.163, -5.889]],
  "forces_ev_per_a": [[0.2, 0.0, -0.4], [0.0, 0.0, 0.0], [0.0, 0.0, 0.0], [0.0, 0.0, 0.0], [0.0, 0.0, 0.0], [0.0, -0.1, -0.1], [0.1, 0.1, 0.1], [0.2, -0.2, -0.1], [-0.3, 0.1, 0.0], [0.0, 0.4, 0.2], [0.1, 0.0, -0.1], [0.0, 0.0, 0.0], [0.0, 0.0, 0.0], [0.0, 0.0, 0.0], [-0.1, 0.0, 0.0], [0.0, 0.0, 0.0], [0.0, 0.0, 0.1], [0.0, 0.0, 0.0], [0.0, 0.0, 0.0], [0.0, 0.0, 0.0], [0.0, 0.0, 0.0], [0.0, 0.0, 0.0], [0.0, 0.0, 0.0], [0.0, 0.0, 0.0], [0.0, 0.0, 0.0], [0.0, 0.0, 0.0], [0.0, 0.0, 0.0], [0.0, 0.0, 0.0], [0.0, 0.0, 0.0], [0.0, 0.0, 0.0], [0.0, 0.0, 0.0], [0.0, 0.0, 0.0], [0.0, 0.0, 0.0], [0.0, 0.0, 0.0], [0.2, 0.3, -0.1], [0.0, 0.0, 0.0], [0.0, 0.0, 0.0], [0.1, -0.1, 0.0], [-0.1, 0.1, 0.0], [0.0, 0.0, 0.3], [-0.1, -0.1, -0.1], [0.0, -0.1, -0.1], [0.0, 0.0, 0.1], [0.0, 0.1, 0.1], [0.0, -0.1, 0.0], [-0.1, 0.0, -0.1], [0.0, 0.0, 0.1], [0.0, 0.0, -0.1], [0.0, -0.2, -0.1], [-0.1, 0.1, 0.3], [0.0, 0.0, 0.0], [0.0, 0.0, 0.0], [0.0, 0.0, 0.0], [0.0, 0.0, 0.0], [0.0, 0.0, 0.0], [0.0, 0.0, 0.0], [0.1, 0.1, 0.0], [-0.2, -0.1, -0.1], [-0.1, -0.1, 0.2], [-0.2, -0.3, -0.1], [0.1, 0.0, 0.1], [-0.1, 0.1, 0.0], [0.0, 0.0, -0.1], [0.0, 0.0, 0.0], [0.0, -0.1, 0.0], [0.0, 0.2, 0.0], [0.0, 0.0, 0.0], [0.0, 0.1, 0.0], [0.0, 0.0, 0.0], [0.1, -0.1, 0.0], [0.0, 0.0, 0.0], [0.0, 0.0, 0.0], [0.0, 0.0, 0.0]],
  "total_charge": -2,
  "molar_mass_g_mol": 1042.5,
  "de_lowest_kj_mol": 51.8,
  "energy_ev": -291840.91422,
  "fmax_ev_per_a": 0.46
}


Repeat the first record exactly.
{
  "formula": "C6H10ClN3",
  "method": "ωB97M-V/def2-TZVPD",
  "elements": ["C", "C", "C", "C", "C", "C", "N", "N", "N", "Cl", "H", "H", "H", "H", "H", "H", "H", "H", "H", "H"],
  "coordinates": [[-0.226, -2.183, 0.247], [-1.483, -1.742, 0.161], [1.238, -0.270, 0.221], [-1.183, 0.569, -0.149], [-3.446, -0.306, -0.051], [2.105, 0.860, 0.466], [0.849, -1.407, 0.253], [-2.001, -0.446, -0.061], [1.587, 2.210, -0.029], [-1.814, 2.140, -0.536], [0.089, -3.232, 0.256], [-2.243, -2.434, 0.100], [-3.544, 0.671, 0.591], [-3.811, -0.125, -1.084], [-4.204, -1.072, 0.210], [2.224, 0.941, 1.492], [3.142, 0.828, 0.133], [2.001, 2.505, -0.923], [1.951, 2.961, 0.527], [0.515, 2.210, -0.240]],
  "forces_ev_per_a": [[-0.5, -2.3, -0.1], [1.0, 1.3, -0.6], [-2.4, -4.0, -0.7], [1.4, 0.5, -0.2], [-2.2, 3.2, -0.2], [0.5, 1.9, -1.3], [3.1, 6.1, 0.0], [0.6, -0.9, 0.7], [-1.4, -1.0, -1.9], [0.0, -0.8, 0.2], [-1.0, 0.2, 0.1], [-1.4, -1.7, 0.1], [-0.8, -2.1, -1.3], [0.6, 0.5, 0.4], [1.6, -0.3, 0.9], [-0.1, 0.3, 2.3], [-0.1, -0.9, -0.6], [0.0, -0.8, -0.4], [-0.5, 0.6, 1.4], [1.6, 0.2, 1.0]],
  "total_charge": 2,
  "molar_mass_g_mol": 159.6,
  "de_lowest_kj_mol": 399.2,
  "energy_ev": -23354.68582,
  "fmax_ev_per_a": 6.81
}